Computed, not measured: a structure of composition C22H54O11P2Si2 in a non-equilibrium geometry, with wB97M-V/def2-TZVPD.

ORCA input file:
```
! RIJCOSX wB97M-V def2-TZVPD def2/J DEFGRID3
* xyz 0 1
C 9.74 -3.48 3.27
C 8.94 -2.40 2.53
C 9.25 -0.98 3.09
C 9.12 -2.46 0.99
C 7.79 -2.71 0.22
Si 7.41 -4.56 0.28
O 5.80 -4.97 0.44
Si 4.98 -4.35 1.77
C 5.13 -5.55 3.24
C 5.87 -4.88 4.41
O 5.02 -3.98 5.11
C 3.18 -4.17 1.27
C 2.46 -2.90 1.78
C 3.39 -1.71 2.20
O 2.60 -2.60 3.13
H 9.81 -3.23 4.33
H 9.25 -4.45 3.14
H 10.77 -3.52 2.90
H 7.88 -2.57 2.73
H 9.70 -0.34 2.33
H 9.97 -1.03 3.91
H 8.33 -0.50 3.42
H 9.61 -1.56 0.62
H 9.78 -3.30 0.72
H 7.98 -2.43 -0.82
H 6.98 -2.08 0.59
H 7.84 -5.10 -1.04
H 8.26 -5.27 1.27
H 5.72 -3.14 2.18
H 4.11 -5.73 3.59
H 5.64 -6.46 2.93
H 6.21 -5.66 5.11
H 6.78 -4.38 4.07
H 5.44 -3.13 5.15
H 3.12 -4.11 0.18
H 2.61 -5.01 1.66
H 1.51 -2.63 1.28
H 2.78 -0.82 2.08
H 4.20 -1.81 2.90
O -0.88 -1.20 -0.45
P -2.38 -1.21 -0.28
O -2.74 -0.17 -1.50
C -2.63 -0.61 -2.85
C -3.73 -1.59 -3.22
O -2.36 -0.17 1.01
C -1.28 -0.22 1.93
C -0.30 0.89 1.65
O -3.96 -1.48 0.05
C -4.86 -0.56 0.68
C -5.20 0.66 -0.14
H -1.65 -1.04 -3.03
H -2.71 0.28 -3.48
H -3.64 -2.52 -2.64
H -3.67 -1.85 -4.28
H -4.71 -1.18 -3.01
H -0.79 -1.19 1.91
H -1.69 -0.10 2.94
H -0.04 0.94 0.59
H 0.61 0.75 2.23
H -0.74 1.86 1.90
H -4.50 -0.28 1.67
H -5.77 -1.13 0.85
H -4.36 1.35 -0.19
H -6.03 1.20 0.31
H -5.47 0.39 -1.16
O -6.51 3.80 -1.58
P -6.45 5.04 -2.39
O -8.03 5.40 -2.62
C -8.82 5.80 -1.50
C -8.46 7.19 -1.01
O -6.08 4.33 -3.82
C -5.30 3.12 -3.80
C -6.16 1.88 -3.90
O -5.85 6.48 -2.81
C -5.80 6.98 -4.16
C -7.14 7.30 -4.77
H -8.72 5.06 -0.70
H -9.86 5.78 -1.84
H -7.44 7.22 -0.62
H -9.14 7.50 -0.21
H -8.52 7.92 -1.82
H -4.71 3.07 -2.89
H -4.61 3.19 -4.64
H -6.98 1.92 -3.19
H -5.55 1.00 -3.69
H -6.60 1.78 -4.89
H -5.22 6.31 -4.80
H -5.22 7.90 -4.09
H -7.70 6.39 -5.02
H -7.00 7.86 -5.70
H -7.75 7.89 -4.09
*
```

## Properties
LUMO (eV): -1.2189
Highest occupied orbital energy (Eh): -0.3473
Relative energy (zero: lowest compared OMol25 entry of this formula, charge and spin) (kcal/mol): 0.0